Record 1
{"formula": "C4H3FO", "method": "ωB97M-V/def2-TZVPD", "gap_ha": 0.34506, "smiles": "O=C=C/C=C/F", "charge": 0, "de_lowest_ev": 1.085, "e_homo_ev": -8.6, "symbols": ["O", "C", "C", "C", "C", "F", "H", "H", "H"], "positions_angstrom": [[2.532183, -0.965622, 0.018374], [1.798431, -0.074334, 0.035287], [0.814113, 0.796155, 0.016760], [-0.636733, 0.483228, 0.152895], [-1.220522, -0.718304, -0.024566], [-2.505818, -0.884613, 0.020339], [1.342292, 1.693816, -0.362329], [-1.366493, 1.259098, 0.553140], [-0.757454, -1.589425, -0.409898]], "forces_ev_per_a": [[0.9, 0.1, 0.1], [-1.6, -1.4, 0.2], [0.9, 0.5, -0.5], [-1.2, 0.2, 0.9], [2.5, 1.8, -0.8], [-2.2, 0.0, 0.7], [-1.4, 0.3, 0.3], [1.3, -0.7, -0.7], [0.8, -0.7, -0.1]], "lowdin_charge": [0.1915, -0.2171, -0.1095, -0.0754, -0.2012, 0.0497, 0.1207, 0.1304, 0.1108]}

=====

Record 2
{"formula": "C4H3HgLi2O2", "method": "ωB97M-V/def2-TZVPD", "gap_ha": [0.12101, 0.12303], "spin_multiplicity": 2, "charge": -2, "e_homo_ev": [1.1, 1.1], "symbols": ["C", "O", "Hg", "H", "Li", "C", "C", "C", "O", "Li", "H", "H"], "positions_angstrom": [[1.650225, 0.839437, -0.125227], [1.793793, 1.502771, -1.288185], [-0.016546, 2.147685, -1.682733], [1.859418, 1.518418, 0.747581], [-0.296446, -2.209081, 0.620576], [1.215042, -0.886608, -0.054978], [0.146874, 0.019804, 0.237431], [-1.182614, 0.161892, 0.432418], [-2.048868, -0.820900, 0.112028], [-2.762401, -2.125841, 1.226030], [1.216002, -1.235919, -1.108978], [-1.574479, 1.088344, 0.884034]], "forces_ev_per_a": [[-2.2, -2.3, 1.7], [4.0, -2.5, 1.3], [-4.9, 2.5, -1.9], [0.4, -1.6, -0.2], [0.3, 1.1, -0.4], [1.1, 1.9, -0.7], [1.0, 2.0, -0.2], [0.9, 0.3, -0.2], [-0.5, -1.9, 1.4], [-0.3, 0.7, -0.5], [0.3, 0.1, 0.2], [-0.1, -0.3, -0.5]], "lowdin_charge": [-0.4901, -0.6505, 0.3382, 0.0733, 0.2090, -0.2132, -0.4863, -0.5052, -0.4850, 0.1505, -0.0016, 0.0609]}

=====

Record 3
{"formula": "C4H3HgO", "method": "ωB97M-V/def2-TZVPD", "gap_ha": [0.14738, 0.25420], "spin_multiplicity": 2, "charge": 0, "de_lowest_ev": 2.767, "e_homo_ev": [-7.1, -10.0], "symbols": ["O", "C", "C", "C", "C", "H", "H", "Hg", "H"], "positions_angstrom": [[0.527570, -0.886011, -0.026031], [-0.051275, 0.177659, -0.020787], [-1.545000, 0.228036, 0.005063], [-2.177464, 1.400212, 0.007075], [-2.739218, 2.557577, -0.008421], [0.481631, 1.143531, -0.093977], [-2.075879, -0.729414, -0.042816], [2.883657, -1.880395, -0.335930], [4.695977, -2.011196, 0.515824]], "forces_ev_per_a": [[-0.8, 0.7, 0.4], [0.2, -0.4, -0.3], [-0.4, 0.5, -0.2], [0.2, -0.4, 0.1], [0.1, -0.2, 0.0], [-0.2, -0.1, 0.2], [0.2, 0.3, 0.1], [1.5, -0.4, 0.1], [-0.8, 0.1, -0.3]], "lowdin_charge": [-0.2012, -0.2462, -0.0226, -0.1923, 0.1434, 0.1350, 0.1279, 0.4412, -0.1852]}

=====

Record 4
{"formula": "C4H3HgO3", "method": "ωB97M-V/def2-TZVPD", "gap_ha": [0.24003, 0.18761], "spin_multiplicity": 2, "charge": 0, "de_lowest_ev": 4.433, "e_homo_ev": [-8.0, -7.8], "symbols": ["C", "O", "O", "C", "O", "C", "C", "Hg", "H", "H", "H"], "positions_angstrom": [[-0.173409, 1.040361, -1.244096], [-0.572453, 1.557190, -2.301256], [-0.171071, -0.329908, -1.294844], [0.227267, -0.957908, -0.128471], [1.074421, -0.235397, 1.887436], [1.749504, -0.230945, 0.836855], [-0.501801, -0.808908, 1.130089], [-0.194960, 3.609501, -1.423566], [0.550164, -1.979578, -0.365108], [-1.187893, 0.038688, 1.217411], [-0.799769, -1.703097, 1.685549]], "forces_ev_per_a": [[-1.8, -0.6, -5.6], [0.9, -2.7, 2.7], [0.0, 1.2, 1.5], [3.8, -1.0, -0.2], [-2.7, -0.7, 0.4], [-2.0, -0.8, -1.9], [1.3, 1.1, 1.6], [0.5, 3.0, 1.1], [-0.4, 0.3, 0.0], [0.4, -0.1, 0.2], [0.3, 0.4, 0.1]], "lowdin_charge": [-0.3335, -0.2724, -0.0301, -0.3361, -0.0986, 0.0611, 0.1245, 0.5090, 0.1357, 0.1229, 0.1175]}

=====

Record 5
{"formula": "C4H3I", "method": "ωB97M-V/def2-TZVPD", "gap_ha": 0.31567, "charge": 0, "de_lowest_ev": 3.584, "e_homo_ev": -9.0, "symbols": ["C", "C", "C", "C", "I", "H", "H", "H"], "positions_angstrom": [[-1.406093, 0.292801, 0.213298], [0.149810, 1.342434, 0.126492], [-0.337263, -0.509236, 0.300338], [0.727257, 0.160335, -0.522401], [2.792523, -0.295946, -0.006314], [-2.401553, 0.390821, 0.570316], [-0.139973, -1.384966, 0.905267], [0.615289, 0.003754, -1.586998]], "forces_ev_per_a": [[4.7, 2.4, -0.6], [-3.5, -1.6, 0.4], [-0.7, -0.6, 0.1], [0.2, -0.2, -0.2], [-0.4, 0.2, -0.1], [-0.5, 0.0, 0.2], [0.1, -0.1, 0.2], [0.0, 0.0, 0.0]], "lowdin_charge": [0.0767, 0.1228, -0.2866, -0.8621, 0.7120, 0.0626, 0.1006, 0.0739]}

=====

Record 6
{"formula": "C4H3I", "method": "ωB97M-V/def2-TZVPD", "gap_ha": 0.33230, "smiles": "IC1=C2C[C@@H]12", "charge": 0, "de_lowest_ev": 2.373, "e_homo_ev": -8.8, "symbols": ["I", "C", "C", "C", "C", "H", "H", "H"], "positions_angstrom": [[0.269485, -3.001425, 0.946027], [0.136518, -0.957838, 0.497456], [-0.487860, 0.253824, 1.109462], [0.046078, 1.099183, -0.019018], [-0.127273, -0.256091, -0.664524], [-0.392223, 2.122471, -0.408448], [1.061938, 1.285872, 0.161377], [-0.506663, -0.545997, -1.622333]], "forces_ev_per_a": [[0.0, 0.9, -0.1], [-1.6, 1.4, 0.2], [0.2, -2.4, -0.4], [-0.7, 1.9, -1.6], [1.3, 0.2, 1.3], [0.1, -2.4, 0.9], [1.4, 0.3, 0.0], [-0.6, -0.1, -0.2]], "lowdin_charge": [0.8054, -0.7799, 0.0330, -0.2346, -0.1395, 0.1393, 0.0712, 0.1052]}

=====

Record 7
{"formula": "C4H3I", "method": "ωB97M-V/def2-TZVPD", "gap_ha": 0.35294, "smiles": "C#CI.C#C", "charge": 0, "de_lowest_ev": 2.581, "e_homo_ev": -9.7, "symbols": ["C", "C", "I", "H", "C", "C", "H", "H"], "positions_angstrom": [[-0.176249, -2.068262, 0.005373], [-0.980993, -1.153150, -0.007651], [-2.704706, 0.078149, -0.038270], [0.608036, -2.748421, 0.202232], [1.159921, 0.987441, -0.088715], [0.452638, 1.951262, 0.009662], [1.937646, 0.454221, -0.565283], [-0.296297, 2.498762, 0.482653]], "forces_ev_per_a": [[-1.3, 1.8, 0.3], [-0.9, -0.5, -0.1], [1.9, -1.3, 0.0], [0.2, -0.3, -0.2], [0.9, 0.6, -1.2], [-0.2, -0.7, 1.0], [0.2, -0.8, 0.2], [-0.7, 1.0, 0.0]], "lowdin_charge": [-0.0353, -0.7124, 0.7796, 0.0151, -0.0289, -0.0345, 0.0237, -0.0073]}

=====

Record 8
{"formula": "C4H3IN3", "method": "ωB97M-V/def2-TZVPD", "gap_ha": [0.22391, 0.22393], "charge": 1, "de_lowest_ev": 0.374, "e_homo_ev": [-13.5, -13.5], "symbols": ["C", "C", "C", "C", "N", "N", "N", "I", "H", "H", "H"], "positions_angstrom": [[2.385536, -0.412087, 2.728194], [-0.966177, 0.319991, -1.295982], [0.271027, 0.824635, -0.954480], [0.368845, 0.134806, 0.266674], [-0.593500, -0.638944, 0.625159], [2.324001, 0.024755, 1.660854], [-1.528601, -0.488985, -0.350936], [1.491991, 2.189806, -1.954869], [2.435289, -0.883764, 3.623676], [-1.414239, 0.846676, -2.155250], [-2.467003, -0.892745, -0.240404]], "forces_ev_per_a": [[-0.3, 1.5, -3.9], [-1.2, 1.8, -1.4], [2.0, 0.0, 0.8], [-2.7, -1.6, -0.1], [1.5, 0.7, 0.5], [-1.4, -0.4, 0.5], [2.0, 0.7, 0.4], [-0.6, -0.6, 0.4], [0.3, -1.0, 2.5], [-0.5, -1.1, 0.4], [0.8, 0.2, -0.2]], "lowdin_charge": [0.0962, -0.1193, -0.7172, 0.0163, 0.1058, 0.1511, 0.0709, 0.9914, 0.0610, 0.1451, 0.1987]}